*1*
C6H4S | ωB97M-V/def2-TZVPD

Geometry as XYZ:
```
11
Properties=species:S:1:pos:R:3:lowdin_charge:R:1
C -0.6691 1.2821 2.1118 0.12
S -2.1301 -0.9029 -1.8450 0.74
C -1.0455 -0.9338 -0.6730 -0.64
C -0.2170 0.3074 -0.3297 -0.42
C -0.4471 0.8477 1.0283 -0.12
H -0.7904 1.6046 3.1679 0.06
C 2.2885 -0.4976 -0.8065 0.13
H 3.2728 -0.9124 -1.0697 0.05
H -0.5783 1.0612 -1.0824 0.13
C 1.2011 -0.0927 -0.4887 -0.12
H -0.8848 -1.7636 -0.0130 0.06
```

Net charge: 0
Frontier orbital gap: 8.6232 eV

*2*
C6H4S | ωB97M-V/def2-TZVPD

Geometry as XYZ:
```
11
Properties=species:S:1:pos:R:3:lowdin_charge:R:1
H -5.2898 -0.5111 -0.7228 0.10
H -4.7860 0.1789 1.1540 0.08
C 0.7980 0.5017 -0.1362 -0.15
C -2.9707 0.0683 -0.3720 -0.03
S 3.2492 -0.5465 -0.0147 0.70
H 2.2869 1.7789 0.6870 0.16
C -1.7647 0.3845 -0.1816 -0.10
C -4.4526 -0.4315 0.1884 -0.13
C 2.1405 0.6250 0.0965 -0.76
H -4.1431 -1.6151 0.6869 0.14
C -0.4263 0.3376 0.1433 -0.01
```

Net charge: 0
Frontier orbital gap: 7.2799 eV

Which of them is least stable? Easy: *2*.

*1*
C3H7O2 | ωB97M-V/def2-TZVPD

Geometry as XYZ:
```
12
Properties=species:S:1:pos:R:3:lowdin_charge:R:1
H 0.5323 1.5192 -0.9988 0.03
H -0.8594 -1.4828 -0.6763 0.17
H 1.3357 -0.5145 2.1243 0.12
H 2.6945 -0.4130 0.8231 0.12
C -0.4436 -0.9885 0.1907 -0.17
O -1.0616 -0.9201 1.3545 0.16
H -1.3027 1.4739 -0.9266 0.03
H -1.8993 -1.4050 1.3826 0.16
C -0.3860 1.0782 -1.3361 0.17
C 1.6627 -0.5781 1.0971 0.14
H -0.4282 0.5609 -2.2729 0.03
O 0.8681 -0.8421 0.1322 0.02
```

Net charge: +1
Frontier orbital gap (spin up / spin down): 8.1112 / 7.7998 eV

*2*
C3H7O2 | ωB97M-V/def2-TZVPD

Geometry as XYZ:
```
12
Properties=species:S:1:pos:R:3:lowdin_charge:R:1
H 2.4386 -0.5298 -0.9130 0.13
H 2.3273 1.2580 -0.1222 0.14
H -3.1324 -0.4649 -0.6608 0.18
H 0.3750 1.7482 0.3534 0.20
H -2.2017 -1.0745 1.0187 0.12
H 2.7169 -0.3552 0.7873 0.14
H -1.5237 -1.3839 -0.4931 0.11
C -0.1198 0.7901 0.0524 -0.05
C 2.0762 0.1283 -0.0601 0.02
O 0.6480 -0.2092 -0.0229 0.04
C -2.1379 -0.5699 0.0272 -0.04
O -1.4665 0.6629 0.0330 0.01
```

Net charge: +1
Frontier orbital gap: 11.4667 eV

Which of them is least stable? Easy: *1*.